# 1
Computed, not measured: 2 unconnected molecules or ions with the total composition C9H9N3O2 in a non-equilibrium geometry, with ωB97M-V/def2-TZVPD.

```
23
Properties=species:S:1:pos:R:3:forces:R:3
O 0.065171 0.434178 2.719086 0.7 -1.7 3.2
C -0.650441 0.856150 1.897766 0.0 3.2 -5.2
C -0.096390 1.190392 0.517906 1.9 -2.7 0.8
C -0.859740 1.874803 -0.287705 -1.5 0.6 -2.9
N -2.097222 2.448998 0.210544 3.0 0.1 -3.7
C -2.736470 2.217401 1.335119 3.1 -2.4 0.2
O -3.774793 2.685234 1.608856 -2.8 1.1 1.4
N -1.995244 1.275226 2.016546 0.4 -1.1 6.5
H 0.870810 0.606698 0.128043 -2.4 2.4 1.4
H -0.576671 1.847685 -1.471877 -1.2 0.9 3.1
H -2.751440 2.811810 -0.400415 -0.8 1.2 -2.1
H -2.141443 1.305629 3.085873 -0.5 -0.3 -2.2
C 3.235199 -2.908524 -1.187300 0.2 -0.9 -0.8
C 2.600007 -1.934028 -0.441818 -1.7 0.5 0.8
C 1.432109 -1.332892 -1.028480 -0.2 -0.6 0.6
N 0.961023 -1.569964 -2.276669 0.9 0.3 1.5
C 1.671662 -2.451327 -2.972950 -0.2 -0.5 -2.0
C 2.759896 -3.148762 -2.500780 0.8 -1.0 0.8
H 4.026866 -3.594970 -0.810135 -0.6 0.9 -0.1
H 2.775770 -1.741120 0.666481 0.1 -0.2 -1.8
H 0.747875 -0.740201 -0.352259 1.1 -1.2 -1.3
H 1.348013 -2.693117 -4.031476 0.1 0.5 1.4
H 3.162311 -4.016805 -3.081263 -0.3 1.1 0.5
```
Positions in Å, forces in eV/Å.

Output
- total energy (eV) = -18042.5789
- strongest force on any atom (Eh/bohr) = 0.1278
- 2S+1 = 1
- HOMO level (eV) = -9.725
- LUMO level (Eh) = 0.0244
- gap between HOMO and LUMO (eV) = 10.4
- charge = 0
- relative energy (zero: lowest compared OMol25 entry of this formula, charge and spin) (kJ/mol) = 306.4


# 2
Computed, not measured: 5 unconnected molecules or ions with the total composition C20H50O10 in a non-equilibrium geometry, with ωB97M-V/def2-TZVPD.

```
80
Properties=species:S:1:pos:R:3:forces:R:3
C 0.707161 7.441261 2.088028 0.0 0.2 0.4
O -0.082728 6.469964 1.459374 -0.4 -0.2 -0.4
C 0.624960 5.363246 0.974180 0.6 -0.9 0.6
C 1.641786 5.666715 -0.107276 -1.0 1.2 -0.5
O 2.264576 4.475641 -0.437358 0.6 -0.5 0.2
C 3.186281 4.578521 -1.511705 -0.6 0.7 0.0
H 1.358000 7.967590 1.386977 0.0 0.1 0.0
H 1.320800 7.013788 2.891889 0.0 -0.1 -0.1
H 0.012588 8.149494 2.538642 0.1 0.1 -0.1
H -0.062829 4.611479 0.582077 -0.3 0.4 -0.1
H 1.139279 4.831444 1.798783 0.0 0.3 0.0
H 2.332425 6.471173 0.181130 0.3 -0.3 0.2
H 1.080101 6.097698 -0.961895 0.1 -0.2 0.0
H 2.662283 4.331145 -2.438619 0.3 -0.3 -0.1
H 4.041581 3.948709 -1.298339 0.0 -0.2 -0.2
H 3.514321 5.618943 -1.617915 0.2 -0.1 0.1
C -8.570301 -2.069388 -1.982262 -0.5 -0.1 0.0
O -7.390012 -1.589739 -2.562073 0.0 0.2 0.0
C -6.250078 -2.206871 -2.019911 -0.1 0.0 0.2
C -5.027305 -1.647954 -2.676738 0.3 -0.1 -0.6
O -5.035407 -2.011596 -4.043916 0.0 0.0 0.1
C -3.899892 -1.529790 -4.726255 -0.4 0.2 -0.1
H -8.645353 -3.162124 -2.070197 0.1 0.0 0.1
H -9.423357 -1.649049 -2.515288 0.2 0.1 -0.1
H -8.669126 -1.774749 -0.929047 0.2 -0.1 0.0
H -6.295109 -3.291686 -2.187912 0.0 0.0 0.0
H -6.184005 -2.023819 -0.935634 0.0 0.0 0.0
H -4.127364 -2.057383 -2.194149 -0.1 0.1 0.1
H -5.000781 -0.551987 -2.609374 0.0 0.0 0.2
H -3.693109 -0.492536 -4.431858 0.2 -0.1 0.1
H -4.139150 -1.498617 -5.788599 0.1 -0.2 0.0
H -3.037970 -2.178072 -4.549129 0.2 0.1 0.0
C 2.163634 -0.087667 3.137353 0.6 1.2 -0.7
O 2.592500 -1.072011 4.026863 -0.4 0.0 0.4
C 3.993179 -1.162376 4.044659 0.5 -0.2 -0.7
C 4.456069 -2.211152 5.009205 0.4 -0.1 -0.1
O 4.230868 -1.771106 6.320967 -0.2 0.0 0.0
C 4.499548 -2.745025 7.299578 -0.3 0.0 0.4
H 1.089531 0.067582 3.042383 -0.1 -0.8 0.5
H 2.560863 -0.278399 2.127604 -0.1 0.0 0.0
H 2.538316 0.903893 3.435351 0.2 -0.1 0.0
H 4.531066 -0.227128 4.269153 -0.6 0.2 0.3
H 4.364953 -1.416399 3.034401 -0.2 -0.2 0.1
H 5.532567 -2.359011 4.809837 -0.1 0.0 0.2
H 3.968075 -3.178315 4.836627 -0.2 0.1 -0.1
H 4.370945 -3.759754 6.912051 0.1 0.0 -0.1
H 3.773024 -2.619736 8.107192 0.1 0.1 0.0
H 5.501852 -2.619371 7.718182 0.1 -0.1 -0.1
C 1.668031 -3.195395 -2.730839 -0.2 0.5 -0.3
O 2.067148 -3.948803 -1.609061 0.0 -0.3 0.2
C 1.861868 -3.335295 -0.367163 0.7 0.9 0.3
C 0.489826 -3.474842 0.243873 -0.2 0.0 -0.9
O -0.479559 -2.959988 -0.657897 0.0 0.3 0.0
C -1.767457 -3.088464 -0.131242 -0.5 -0.4 0.6
H 1.975913 -3.754104 -3.612052 0.0 0.0 0.0
H 2.138228 -2.200729 -2.760923 0.1 -0.2 0.2
H 0.590134 -3.024936 -2.760691 0.0 -0.2 0.0
H 2.135190 -2.263018 -0.410711 -0.3 -0.1 -0.3
H 2.595708 -3.733466 0.341741 -0.1 -0.3 -0.1
H 0.466787 -2.871606 1.158343 0.0 -0.4 0.3
H 0.246962 -4.533515 0.395228 0.1 0.0 0.4
H -2.054574 -4.146870 -0.018336 0.1 0.1 -0.1
H -2.503496 -2.610291 -0.772707 0.2 0.1 -0.2
H -1.856332 -2.646173 0.874226 0.1 0.1 -0.1
C 1.332238 1.260690 -3.144018 -0.4 -0.1 -0.1
O 2.067763 0.820698 -2.027359 0.3 0.0 0.1
C 1.461208 1.136410 -0.784112 0.2 0.3 0.0
C 0.137451 0.422222 -0.579529 0.6 -0.4 -0.3
O -0.930910 1.219709 -1.017434 -0.1 0.4 0.0
C -2.101046 0.479856 -1.262658 0.0 0.1 -0.1
H 2.026582 1.532320 -3.937719 0.0 0.0 0.0
H 0.694802 2.112535 -2.888325 0.1 0.1 -0.1
H 0.670055 0.465511 -3.514691 0.0 0.1 0.0
H 1.368160 2.227293 -0.716314 -0.3 -0.1 0.2
H 2.178990 0.828306 -0.022376 0.0 -0.1 0.0
H 0.017481 0.110364 0.469234 -0.2 0.1 0.0
H 0.217897 -0.493626 -1.183820 -0.2 -0.1 0.2
H -2.934785 1.178930 -1.291836 0.0 0.0 0.1
H -2.241938 -0.265193 -0.474336 -0.2 0.0 -0.1
H -2.057581 -0.014008 -2.243531 0.1 -0.2 0.1
```
Positions in Å, forces in eV/Å.

Output
- total energy (eV) = -42019.2310
- strongest force on any atom (Eh/bohr) = 0.0320
- 2S+1 = 1
- HOMO level (eV) = -9.504
- LUMO level (Eh) = 0.0244
- gap between HOMO and LUMO (eV) = 10.2
- charge = 0
- relative energy (zero: lowest compared OMol25 entry of this formula, charge and spin) (kJ/mol) = 293.5


# 3
Computed, not measured: C20H25NO4 in the gas phase, with ωB97M-V/def2-TZVPD.

```
50
Properties=species:S:1:pos:R:3:forces:R:3
C -6.158670 -2.119939 -1.260337 0.2 0.1 -0.1
C -4.700634 -1.690792 -1.379015 0.0 -0.1 0.2
C -4.109486 -1.189351 -0.061259 -0.1 0.2 -0.3
C -4.719234 0.131999 0.403398 0.1 -0.2 0.1
C -4.065464 0.633966 1.694894 0.0 0.0 -0.2
C -2.593426 0.909390 1.500439 -0.2 -0.4 0.7
O -1.705295 0.403839 2.130279 0.0 0.1 -0.1
O -2.419928 1.833034 0.535942 -0.1 0.3 -0.5
C -1.160858 2.206079 0.098696 0.5 0.2 -0.1
C -0.995612 3.537416 -0.264763 -0.2 -0.3 0.2
C 0.224515 3.962702 -0.754476 0.0 -0.1 0.0
C 1.278511 3.076116 -0.888746 0.1 -0.1 0.0
C 1.101825 1.748629 -0.523058 -0.4 0.4 0.0
N 2.167952 0.826220 -0.647560 -0.3 0.3 0.0
C 3.490066 1.126465 -0.335839 0.2 -0.2 -0.1
O 3.875518 2.159318 0.138271 0.1 0.1 0.1
C 4.321863 -0.071304 -0.757621 0.4 0.0 0.0
C 5.577108 -0.289953 0.082979 -0.2 0.2 0.1
C 5.258124 -0.916186 1.435153 0.2 -0.2 -0.2
C 4.460760 -2.200190 1.237519 -0.2 0.2 0.2
C 3.119141 -1.871222 0.595252 0.2 -0.2 -0.1
C 3.300392 -1.208347 -0.783060 -0.1 -0.1 0.0
C 1.999392 -0.489049 -1.070903 0.3 -0.3 -0.3
O 0.987495 -0.945237 -1.527976 -0.2 -0.1 0.0
C -0.117602 1.303706 -0.028645 -0.1 -0.1 0.0
H -6.501955 -2.548553 -2.199124 -0.1 0.0 0.0
H -6.799759 -1.275062 -1.022339 -0.1 0.0 0.0
H -6.272102 -2.870051 -0.480530 -0.1 -0.1 0.1
H -4.611939 -0.906820 -2.134406 0.1 0.0 -0.1
H -4.109434 -2.543572 -1.719478 0.0 0.0 -0.1
H -4.255084 -1.947284 0.712060 0.1 -0.1 0.1
H -3.032818 -1.056658 -0.192186 0.1 0.0 0.1
H -5.787044 0.004934 0.586004 0.0 0.1 0.0
H -4.594082 0.885089 -0.376858 -0.1 0.0 0.0
H -4.544734 1.563423 2.009027 0.0 0.0 0.1
H -4.166916 -0.104877 2.490527 0.1 0.1 0.0
H -1.825516 4.217920 -0.159093 -0.1 0.1 0.0
H 0.357099 4.995710 -1.036532 0.0 0.1 0.0
H 2.230979 3.412061 -1.264562 0.1 0.0 0.0
H 4.634192 0.148211 -1.787771 -0.1 0.0 0.1
H 6.067420 0.675289 0.221759 0.1 0.0 -0.1
H 6.258806 -0.945007 -0.464071 0.0 0.0 0.0
H 6.188408 -1.125094 1.965465 0.0 0.1 0.1
H 4.677948 -0.214219 2.037460 0.0 0.0 0.1
H 4.288708 -2.688538 2.197733 0.0 -0.1 0.0
H 5.021227 -2.889106 0.601989 0.0 -0.1 0.0
H 2.512282 -2.769747 0.475552 -0.1 0.1 0.0
H 2.576812 -1.189428 1.256439 -0.1 0.0 0.1
H 3.519206 -1.967288 -1.535307 -0.1 0.1 0.0
H -0.248142 0.271342 0.248694 0.0 0.0 0.0
```
Positions in Å, forces in eV/Å.

Output
- total energy (eV) = -30827.8659
- strongest force on any atom (Eh/bohr) = 0.0167
- 2S+1 = 1
- HOMO level (eV) = -9.017
- LUMO level (Eh) = 0.0289
- gap between HOMO and LUMO (eV) = 9.8
- charge = 0
- relative energy (zero: lowest compared OMol25 entry of this formula, charge and spin) (kJ/mol) = 0.9


# 4
Computed, not measured: a molecular structure, C23H33N2O2P2Yb in a non-equilibrium geometry, with ωB97M-V/def2-TZVPD.

```
63
Properties=species:S:1:pos:R:3:forces:R:3
Yb 0.219147 1.006486 -0.198474 0.1 -0.5 0.5
P 2.380964 -0.807881 0.287424 0.1 -0.5 -0.1
C 2.277097 -0.812761 -1.564603 0.3 0.1 -0.9
C 1.001263 -1.394179 -2.175537 0.2 0.0 -0.2
N -0.160813 -0.849113 -1.751538 -0.2 -0.5 -0.2
C -1.320260 -1.283373 -2.293492 0.0 0.1 -0.1
C -1.346053 -2.228056 -3.317746 0.0 0.2 0.0
C -0.153158 -2.768456 -3.781394 0.0 0.1 0.2
C 1.038029 -2.365160 -3.181794 0.2 0.2 0.5
C -2.637630 -0.712208 -1.789849 0.0 -0.3 0.0
P -2.497434 0.864455 -0.851904 -0.8 0.0 -0.7
H 2.005330 -2.777890 -3.469748 -0.3 0.1 -0.1
H -2.313962 -2.496451 -3.740863 0.3 -0.1 0.0
H -0.150213 -3.488212 -4.596774 0.0 0.1 0.2
H -3.305834 -0.537314 -2.651765 0.2 -0.2 0.4
H -3.138439 -1.442385 -1.124138 0.3 0.2 -0.3
H 2.346547 0.267162 -1.900064 0.2 -1.3 0.3
H 3.156143 -1.357166 -1.951917 -0.3 0.3 -0.1
H 0.730100 3.054497 -1.758757 1.0 -0.9 -0.2
O 1.319032 2.214507 -1.798982 0.0 1.4 -0.5
H 2.102616 2.393320 -2.347566 -0.5 0.0 0.3
H -0.407422 3.737591 -0.090069 -0.1 0.6 -0.7
O -0.427983 3.881978 -1.069734 -0.2 0.3 1.1
H -0.486085 4.846910 -1.169420 -0.1 -0.2 -0.1
C -2.750367 2.033034 -2.234098 0.1 0.3 0.0
H -3.766728 1.899182 -2.629788 0.3 0.1 0.0
H -2.619635 3.056165 -1.857698 -0.2 -0.3 -0.3
H -2.014336 1.851302 -3.028963 -0.2 0.1 0.1
C -4.138644 0.951574 -0.074895 0.1 0.1 0.5
H -4.118037 1.796697 0.629264 -0.3 -0.3 -0.2
H -4.920309 1.107903 -0.832100 0.2 -0.1 0.3
H -4.321639 0.028799 0.491891 -0.1 0.3 -0.1
C 2.244338 -2.575963 0.746577 -0.3 -0.1 0.2
H 3.211318 -3.089464 0.638867 -0.4 0.1 -0.1
H 1.934318 -2.613670 1.803063 0.1 -0.1 -0.3
H 1.479463 -3.091681 0.149726 0.2 0.1 0.2
C 4.162073 -0.557000 0.588509 0.1 0.4 0.2
H 4.270918 -0.269524 1.644789 0.1 -0.1 -0.3
H 4.732444 -1.478992 0.406928 -0.2 0.3 0.0
H 4.554637 0.262730 -0.027959 0.0 -0.2 0.2
C 0.069184 4.994792 3.359823 -0.3 -0.2 0.0
C 0.703935 4.596082 2.171691 0.2 -0.1 0.1
C 0.800657 3.244982 1.851954 -0.4 -0.4 0.1
C 0.187005 2.260610 2.691929 0.0 0.1 0.2
C -0.407950 2.680872 3.906777 0.1 0.1 0.0
C -0.493278 4.037941 4.218549 0.4 -0.1 -0.3
N 0.072153 0.971599 2.200601 -0.1 -0.1 0.4
C -0.087390 -0.158488 2.981372 0.0 -0.2 -0.1
C 0.476110 -0.289539 4.275837 -0.2 0.0 0.0
C 0.406261 -1.503281 4.954685 -0.1 0.3 -0.1
C -0.284700 -2.584179 4.392994 0.1 0.1 0.0
C -0.843592 -2.481296 3.110147 -0.1 0.2 -0.2
C -0.731421 -1.294764 2.396477 0.3 0.3 0.2
H 0.007221 6.050653 3.622798 0.0 -0.3 -0.2
H 1.145219 5.340804 1.501888 0.0 -0.2 0.4
H 1.427364 2.913834 1.000907 -0.3 0.3 0.4
H -0.809520 1.929366 4.590910 -0.1 0.3 -0.4
H -1.001188 4.347051 5.133451 0.2 -0.1 -0.3
H 0.966770 0.581088 4.716726 0.0 -0.4 -0.1
H 0.893208 -1.596545 5.927785 -0.3 0.0 -0.3
H -0.378658 -3.512533 4.956457 0.1 0.2 -0.2
H -1.364297 -3.332784 2.661269 0.2 0.3 0.2
H -1.149685 -1.205855 1.383662 0.1 -0.1 0.4
```
Positions in Å, forces in eV/Å.

Output
- total energy (eV) = -81557.5287
- strongest force on any atom (Eh/bohr) = 0.0280
- 2S+1 = 2
- HOMO level (spin up / spin down) (eV) = -13.314 / -13.201
- LUMO level (spin up / spin down) (Eh) = -0.1852 / -0.2771
- <S²> = 0.80
- gap between HOMO and LUMO (spin up / spin down) (eV) = 8.3 / 5.7
- charge = +2
- relative energy (zero: lowest compared OMol25 entry of this formula, charge and spin) (kJ/mol) = 0.0